(1)
{"formula": "C23H41AlN2P3Se", "method": "ωB97M-V with the def2-TZVPD basis set", "species": ["Al", "P", "P", "P", "H", "C", "C", "H", "C", "C", "C", "C", "C", "C", "C", "C", "C", "H", "H", "H", "H", "H", "H", "H", "H", "H", "H", "H", "H", "H", "H", "H", "H", "H", "H", "H", "H", "H", "H", "H", "H", "H", "H", "H", "H", "H", "C", "C", "C", "C", "C", "C", "Se", "H", "H", "H", "H", "H", "H", "N", "C", "C", "C", "C", "N", "C", "C", "H", "H", "H", "H"], "positions_angstrom": [[-0.35777, 0.35326, -3.87825], [-2.13265, -1.47032, 0.95108], [1.89590, 0.53705, 1.90381], [1.25422, -1.22971, -3.75202], [-2.33123, 1.58847, -5.02510], [-1.83244, 0.61960, -5.11596], [-2.12296, -0.42878, -4.12307], [-2.85356, -0.24739, -3.33535], [-3.70286, -1.47417, 1.81843], [-1.09950, -2.78090, 1.62250], [-2.44826, -1.73047, -0.79776], [3.30352, 1.63957, 1.78759], [1.59140, 0.16572, 3.63553], [2.19006, -0.96505, 0.97378], [1.44948, -2.15181, -5.30956], [1.03953, -2.55292, -2.51329], [2.90891, -0.54814, -3.43086], [-1.66909, 0.32833, -6.16164], [-2.15906, -1.47767, -4.43637], [-4.23810, -0.53920, 1.59555], [-3.53706, -1.53816, 2.90281], [-4.30796, -2.33338, 1.48831], [-0.56224, -2.41522, 2.51127], [-0.36771, -3.13631, 0.88302], [-1.74620, -3.62175, 1.91912], [-3.09664, -0.93238, -1.19312], [-2.96088, -2.69863, -0.93692], [-1.51113, -1.73480, -1.37565], [4.09537, 1.22979, 2.43605], [3.03263, 2.64489, 2.14212], [3.68803, 1.70686, 0.76001], [2.40620, -0.48107, 3.99430], [0.62983, -0.34483, 3.77989], [1.58469, 1.09448, 4.22423], [3.05330, -1.46541, 1.43901], [2.42536, -0.72791, -0.07561], [1.31654, -1.63404, 1.01521], [2.50703, -2.42014, -5.42870], [1.13563, -1.53365, -6.15783], [0.83439, -3.05903, -5.28297], [1.78594, -3.34535, -2.69218], [0.03515, -2.99516, -2.58884], [1.17343, -2.16165, -1.49146], [3.61221, -1.00669, -4.13817], [3.21637, -0.76600, -2.40026], [2.91169, 0.53872, -3.57077], [0.43734, 1.90710, -0.87306], [-0.52408, 1.77227, -1.90687], [-0.20166, 2.29715, -3.23383], [1.17267, 2.66478, -3.49413], [2.03103, 2.87656, -2.43018], [1.63908, 2.55876, -1.12035], [-0.00886, 1.39445, 1.00023], [-1.45904, -0.19537, 1.15387], [-1.55608, 1.52533, -1.63639], [-0.97440, 2.77939, -3.84350], [1.47890, 2.89701, -4.51808], [3.00204, 3.35209, -2.58752], [2.26837, 2.84515, -0.27841], [-0.35284, 0.33819, 8.54093], [-0.73658, 0.71122, 7.49848], [-1.20063, 1.16187, 6.20576], [-2.13241, 0.40667, 5.48839], [-2.51288, 0.86243, 4.21674], [-1.96063, 1.92654, 3.64730], [-1.12151, 2.68327, 4.34964], [-0.71549, 2.34862, 5.64773], [-2.55714, -0.51481, 5.89344], [-3.28644, 0.32906, 3.65326], [-0.74332, 3.58339, 3.86650], [-0.02496, 2.99019, 6.18813]], "charge": 3, "relative_energy_kj_mol": 0.00, "e_homo_ev": -14.877, "homo_lumo_gap_ev": 5.934}



(2)
{"formula": "C15H14N4O3S", "method": "ωB97M-V with the def2-TZVPD basis set", "species": ["O", "C", "N", "C", "C", "C", "C", "C", "C", "H", "H", "H", "H", "H", "H", "N", "N", "C", "O", "C", "H", "C", "C", "N", "O", "C", "C", "C", "C", "S", "H", "H", "H", "H", "H", "H", "H"], "positions_angstrom": [[-1.54063, -2.61059, 1.55733], [-2.10447, -1.70618, 0.97600], [-3.27536, -1.17122, 1.43490], [-4.12479, -0.20630, 0.88251], [-4.84137, 0.61465, 1.75199], [-5.70511, 1.57225, 1.25695], [-5.87055, 1.72265, -0.11009], [-5.18017, 0.89265, -0.97602], [-4.31581, -0.07275, -0.49047], [-3.81785, -0.74094, -1.17457], [-5.31952, 0.98771, -2.04232], [-6.54200, 2.47378, -0.49642], [-6.25004, 2.20437, 1.94190], [-4.71388, 0.49673, 2.81847], [-3.51878, -1.49943, 2.36012], [-1.62242, -1.19323, -0.20861], [-0.33268, -1.59222, -0.57397], [0.47084, -0.73424, -1.21817], [0.11138, 0.36825, -1.59040], [1.86455, -1.30376, -1.50568], [1.81087, -1.89541, -2.42577], [2.92247, -0.19768, -1.54683], [3.72281, -0.56537, -0.31620], [3.32402, -1.64719, 0.23326], [2.26817, -2.18514, -0.44171], [4.82032, 0.20322, 0.17608], [5.32018, 1.37297, -0.34022], [6.41418, 1.86668, 0.39099], [6.73352, 1.07285, 1.44976], [5.70779, -0.29648, 1.58111], [7.51811, 1.21452, 2.16630], [6.93990, 2.77082, 0.14207], [4.91408, 1.85699, -1.21009], [3.54334, -0.22572, -2.44253], [2.45695, 0.78641, -1.46773], [0.00683, -2.40666, -0.06931], [-1.79486, -0.22700, -0.47263]], "smiles": "O=C(NNC(=O)[C@H]1CC(c2cccs2)=NO1)Nc1ccccc1", "relative_energy_kj_mol": 208.48, "e_homo_ev": -8.481, "homo_lumo_gap_ev": 8.868}



(3)
{"formula": "H3N2P", "method": "ωB97M-V with the def2-TZVPD basis set", "species": ["N", "N", "P", "H", "H", "H"], "positions_angstrom": [[-1.42958, -0.67190, 0.11653], [0.76104, 0.45776, -0.09367], [-0.85091, 0.82308, -0.00879], [-2.39914, -0.90858, 0.03682], [0.99596, -0.51679, -0.35605], [1.43465, 1.05813, 0.24729]], "smiles": "[H]/N=P/N", "relative_energy_kj_mol": 0.00, "e_homo_ev": -9.236, "homo_lumo_gap_ev": 9.740}



What is the formula in the second record?
C15H14N4O3S